Entry from the OMol25 dataset: an isolated ion of composition C3H6NO4S and charge -1 at a distorted geometry (ωB97M-V/def2-TZVPD).

Its gap between HOMO and LUMO is 7.73 eV. Its total charge is -1. As for the total energy: -23721.1676 eV. The relative energy (zero: lowest compared OMol25 entry of this formula, charge and spin) comes out at 3.559 eV.

Last column: Löwdin charge in e.
Geometry (Å):
C1 -0.62094 1.75953 -0.33951  -0.104
C2 -1.12090 0.28696 -0.40885  -0.250
C3 -0.26258 -0.65109 0.34441  -0.353
N1 0.03016 -0.85009 1.64040  -0.449
O1 2.26657 -0.81436 -0.58693  -0.306
O2 1.02628 -1.70594 1.75939  -0.228
O3 -0.58853 -0.37057 2.62763  -0.074
O4 0.43820 -1.48611 -2.01374  -0.538
S1 0.86236 -1.74762 -0.64708  0.931
H1 0.26666 1.84731 -1.03991  0.091
H2 -1.37768 2.47507 -0.57019  0.036
H3 -0.33657 2.00730 0.68157  0.058
H4 -0.89081 -0.00908 -1.47311  0.083
H5 -2.21352 0.14633 -0.28767  0.105
H6 2.52130 -0.88764 0.31360  -0.004

---

Entry from the OMol25 dataset: an isolated ion of composition C3H6NO4S and charge +1 at a distorted geometry (ωB97M-V/def2-TZVPD).

Its gap between HOMO and LUMO is 8.32 eV. Its total charge is +1. As for the total energy: -23710.7074 eV. The relative energy (zero: lowest compared OMol25 entry of this formula, charge and spin) comes out at 2.012 eV.

Last column: Löwdin charge in e.
Geometry (Å):
C1 1.59784 -1.75264 0.10171  0.040
C2 1.24832 -0.41419 0.14198  -0.466
O1 1.67899 0.56258 -0.34030  0.225
N1 0.10388 -0.09819 1.12586  -0.048
O2 -0.19036 -0.80876 2.05303  0.215
S1 -1.39990 0.51276 0.16903  0.811
C3 -1.03161 1.90893 -0.82617  -0.070
O3 -2.54922 0.57308 0.97479  -0.158
O4 -1.12530 -0.69189 -0.58647  -0.224
H1 0.72727 -2.24765 -0.46616  0.159
H2 2.42747 -2.01921 -0.45409  0.097
H3 1.54871 -2.21861 1.15813  0.159
H4 -0.30623 1.77067 -1.55019  0.063
H5 -1.94770 2.21308 -1.32379  0.110
H6 -0.78216 2.71003 -0.17738  0.087

---

Entry from the OMol25 dataset: an isolated ion of composition C3H6NOS and charge -1 at a distorted geometry (ωB97M-V/def2-TZVPD).

Its gap between HOMO and LUMO is 6.83 eV. Its total charge is -1. As for the total energy: -17582.7648 eV. The relative energy (zero: lowest compared OMol25 entry of this formula, charge and spin) comes out at 0.300 eV.

Last column: Löwdin charge in e.
Geometry (Å):
N1 -1.00801 0.65669 1.16713  0.123
C1 -1.00503 -0.51055 0.39600  -0.546
O1 -1.92910 -1.29103 0.58443  -0.023
C2 0.10226 -0.77477 -0.58151  -0.233
C3 1.25769 0.19475 -0.46239  -0.786
S1 0.94798 1.81449 -1.21282  0.130
H1 -1.70160 0.79894 1.88064  0.084
H2 -0.48187 1.42660 0.75514  -0.005
H3 0.48222 -1.78473 -0.46100  0.104
H4 -0.37909 -0.73517 -1.55819  0.103
H5 2.10851 -0.14296 -1.05903  0.016
H6 1.60606 0.34772 0.55160  0.033

---

Entry from the OMol25 dataset: an isolated ion of composition C3H6NOS and charge -1 at a distorted geometry (ωB97M-V/def2-TZVPD).

Its gap between HOMO and LUMO is 6.64 eV. Its total charge is -1. As for the total energy: -17581.7748 eV. The relative energy (zero: lowest compared OMol25 entry of this formula, charge and spin) comes out at 1.290 eV.

Last column: Löwdin charge in e.
Geometry (Å):
N1 -0.54839 0.60353 1.31460  -0.010
C1 -0.02999 0.43834 -0.03241  -0.501
C2 1.48471 0.30268 0.10155  -0.259
O1 2.24546 0.20588 -0.82804  0.018
C3 -0.59680 -0.63151 -0.95403  -0.729
S1 -0.82122 -2.21722 -0.08467  0.118
H1 -0.57059 -0.31436 1.74909  0.009
H2 -1.48708 0.97868 1.31064  0.057
H3 -0.15157 1.41150 -0.53662  0.133
H4 1.86820 0.32365 1.14020  0.111
H5 -1.52292 -0.32696 -1.44982  0.033
H6 0.13018 -0.77422 -1.73049  0.021

---

Entry from the OMol25 dataset: an isolated ion of composition C3H6NOS and charge -1 at a distorted geometry (ωB97M-V/def2-TZVPD).

Its gap between HOMO and LUMO is 7.02 eV. Its total charge is -1. As for the total energy: -17580.9344 eV. The relative energy (zero: lowest compared OMol25 entry of this formula, charge and spin) comes out at 2.131 eV.

Last column: Löwdin charge in e.
Geometry (Å):
N1 -0.78024 -1.05206 0.84168  -0.039
C1 -0.27604 -0.27141 -0.25592  -0.506
C2 -1.23950 0.84290 -0.67177  -0.263
O1 -2.28264 0.91527 -1.26753  0.024
C3 1.25580 0.24742 -0.03720  -0.788
S1 1.41530 1.16671 1.46472  0.193
H1 -0.25765 -1.97662 0.90646  0.073
H2 -0.16275 -0.64793 1.63503  0.012
H3 -0.24729 -0.96640 -1.13599  0.125
H4 -0.65608 1.70031 -0.41201  0.066
H5 1.80818 -0.74027 -0.03615  0.046
H6 1.42293 0.78209 -1.03134  0.057

---

Entry from the OMol25 dataset: C3H6NP as an isolated structure at a distorted geometry (ωB97M-V/def2-TZVPD).

Its gap between HOMO and LUMO is 8.56 eV. As for the total energy: -13983.3991 eV. The relative energy (zero: lowest compared OMol25 entry of this formula, charge and spin) comes out at 2.429 eV.

Last column: Löwdin charge in e.
Geometry (Å):
C1 0.18258 -0.85580 -1.31972  -0.448
C2 -0.97552 -0.93578 -0.79796  -0.077
C3 -0.08342 0.79109 1.62849  -0.280
N1 1.10071 0.13285 -1.11177  -0.255
P1 0.93777 0.86509 0.26517  0.843
H1 0.66116 -1.57637 -2.00074  0.103
H2 -1.68988 -1.86201 -0.97914  0.103
H3 -1.31857 0.02664 -0.27556  0.051
H4 0.45468 1.32187 2.51814  0.022
H5 -0.90854 0.13292 1.85847  -0.019
H6 1.63903 1.95950 0.21462  -0.042

---

Entry from the OMol25 dataset: a 2-piece molecular cluster, C3H6NS overall at a distorted geometry (ωB97M-V/def2-TZVPD).

Its gap between HOMO and LUMO is 6.92 eV. Its total charge is -1. As for the total energy: -15532.9577 eV. The relative energy (zero: lowest compared OMol25 entry of this formula, charge and spin) comes out at 0.256 eV.

Last column: Löwdin charge in e.
Geometry (Å):
C1 0.35400 0.78883 -0.30553  -0.390
C2 0.40618 0.78462 -1.64067  -0.038
C3 1.00140 -1.11763 0.82398  -0.099
N1 1.20727 0.09934 0.54965  -0.039
H1 -0.41988 1.42750 0.12948  0.026
H2 1.19733 0.29854 -2.19345  0.030
H3 -0.26595 1.43919 -2.18627  0.033
H4 1.72806 -1.55001 1.50290  0.053
H5 0.13129 -1.64604 0.41589  0.025
S1 -2.18475 -0.24349 0.98368  -0.139
H6 -3.15495 -0.28086 1.92034  -0.461

---

Entry from the OMol25 dataset: C3H6NS2 as an isolated structure (ωB97M-V/def2-TZVPD).

Its gap between HOMO and LUMO (spin up / spin down) is 6.59 / 7.66 eV. Its total charge is +1. As for the total energy: -26358.2077 eV. The relative energy (zero: lowest compared OMol25 entry of this formula, charge and spin) comes out at 3.127 eV.

Last column: Löwdin charge in e.
Geometry (Å):
C1 0.30890 -0.14395 -1.58648  -1.320
C2 -0.08593 -0.85557 -0.32496  -0.203
C3 -0.53777 1.06096 1.23090  0.108
N1 0.25841 -0.09637 0.94146  0.001
S1 1.19845 -0.88090 -2.78646  0.796
S2 -0.13776 1.40139 -2.03486  0.771
H1 -1.16739 -1.03010 -0.32840  0.148
H2 0.42324 -1.82248 -0.30185  0.128
H3 -1.60483 0.95914 1.26809  0.096
H4 -0.06471 2.01551 1.32039  0.087
H5 0.16004 -0.78252 1.70786  0.196
H6 1.24936 0.17491 0.89431  0.194

---

Repeat the eighth record exactly.
Entry from the OMol25 dataset: C3H6NS2 as an isolated structure (ωB97M-V/def2-TZVPD).

Its gap between HOMO and LUMO (spin up / spin down) is 6.59 / 7.66 eV. Its total charge is +1. As for the total energy: -26358.2077 eV. The relative energy (zero: lowest compared OMol25 entry of this formula, charge and spin) comes out at 3.127 eV.

Last column: Löwdin charge in e.
Geometry (Å):
C1 0.30890 -0.14395 -1.58648  -1.320
C2 -0.08593 -0.85557 -0.32496  -0.203
C3 -0.53777 1.06096 1.23090  0.108
N1 0.25841 -0.09637 0.94146  0.001
S1 1.19845 -0.88090 -2.78646  0.796
S2 -0.13776 1.40139 -2.03486  0.771
H1 -1.16739 -1.03010 -0.32840  0.148
H2 0.42324 -1.82248 -0.30185  0.128
H3 -1.60483 0.95914 1.26809  0.096
H4 -0.06471 2.01551 1.32039  0.087
H5 0.16004 -0.78252 1.70786  0.196
H6 1.24936 0.17491 0.89431  0.194

---

What did the fourth record say?
Entry from the OMol25 dataset: an isolated ion of composition C3H6NOS and charge -1 at a distorted geometry (ωB97M-V/def2-TZVPD).

Its gap between HOMO and LUMO is 6.64 eV. Its total charge is -1. As for the total energy: -17581.7748 eV. The relative energy (zero: lowest compared OMol25 entry of this formula, charge and spin) comes out at 1.290 eV.

Last column: Löwdin charge in e.
Geometry (Å):
N1 -0.54839 0.60353 1.31460  -0.010
C1 -0.02999 0.43834 -0.03241  -0.501
C2 1.48471 0.30268 0.10155  -0.259
O1 2.24546 0.20588 -0.82804  0.018
C3 -0.59680 -0.63151 -0.95403  -0.729
S1 -0.82122 -2.21722 -0.08467  0.118
H1 -0.57059 -0.31436 1.74909  0.009
H2 -1.48708 0.97868 1.31064  0.057
H3 -0.15157 1.41150 -0.53662  0.133
H4 1.86820 0.32365 1.14020  0.111
H5 -1.52292 -0.32696 -1.44982  0.033
H6 0.13018 -0.77422 -1.73049  0.021

---

Q: The highest relative energy (zero: lowest compared OMol25 entry of this formula, charge and spin) belongs to which entry?
A: number 1